Entry 1:
ORCA calculation (ωB97M-V/def2-TZVPD) on a structure of composition C55H48CrN7O4SSeTe.

XYZ file:
```
118
Properties=species:S:1:pos:R:3
Cr -0.21251 0.07556 -0.09330
Se -5.38472 0.26767 5.45507
N -3.69460 -0.20518 5.40612
C -3.27432 -0.06256 4.17334
C -1.91528 -0.32035 3.74650
C -0.90251 -0.80584 4.57694
C 0.36627 -0.94278 4.05608
C 0.61146 -0.58921 2.73427
N -0.34875 -0.16942 1.91325
C -1.60126 -0.05647 2.40983
C -2.61550 0.32785 1.45072
N -2.20884 0.39353 0.16032
C -3.10382 0.78909 -0.74763
C -4.41188 1.11927 -0.43431
C -4.84294 1.01930 0.87410
C -3.92942 0.60409 1.84240
C -4.25982 0.41771 3.23915
N -5.44582 0.65067 3.74495
H -1.12710 -1.06684 5.60233
H 1.17740 -1.30784 4.66937
H 1.60974 -0.64821 2.32256
H -2.76154 0.84394 -1.77344
H -5.08245 1.43606 -1.22017
H -5.85736 1.25843 1.16360
C 5.53791 -4.06672 -0.72332
C 4.49312 -2.99236 -0.60339
C 4.83697 -1.64550 -0.53741
C 3.89009 -0.64440 -0.42223
C 4.40174 0.74984 -0.19389
O 5.14382 0.91979 0.75037
C 4.09040 1.87134 -1.12053
C 3.43417 1.71237 -2.33839
C 3.26712 2.80162 -3.17966
C 3.73498 4.05559 -2.81302
C 4.39655 4.22033 -1.60448
C 4.57907 3.13289 -0.77006
C 2.51718 -0.96686 -0.32062
O 1.61443 -0.02328 -0.13653
C 2.15094 -2.34422 -0.34329
C 3.15569 -3.31320 -0.50495
C 0.77580 -2.78868 -0.14291
N -0.24978 -1.99400 -0.08540
C -1.57866 -2.59207 0.10549
C -2.40312 -2.52942 -1.17768
Te -4.50266 -2.79388 -0.77017
C -4.23093 -4.90628 -0.66840
C -4.11846 -5.55105 0.55665
C -3.95157 -6.92924 0.59299
C -3.89871 -7.65540 -0.58744
C -3.98455 -7.00559 -1.81094
C -4.15089 -5.62855 -1.85350
C 0.58141 -4.25939 0.05775
C 0.08917 -5.07227 -0.95770
C -0.10663 -6.42605 -0.73045
C 0.19473 -6.97293 0.50790
C 0.70219 -6.16794 1.51806
C 0.89249 -4.81278 1.29703
H 6.53491 -3.63460 -0.77416
H 5.37526 -4.67572 -1.61300
H 5.49586 -4.72999 0.14172
H 5.88162 -1.36069 -0.58359
H 3.10705 0.72651 -2.64977
H 2.79166 2.67358 -4.14172
H 3.61415 4.89402 -3.48762
H 4.79770 5.18774 -1.33204
H 5.13251 3.23270 0.15367
H 2.87056 -4.35561 -0.52867
H -2.08708 -2.05732 0.90619
H -1.51063 -3.63144 0.41763
H -2.10721 -3.33181 -1.85271
H -2.27499 -1.57801 -1.68981
H -4.16843 -4.98717 1.47940
H -3.87382 -7.43437 1.54692
H -3.80655 -8.73317 -0.55461
H -3.93896 -7.56745 -2.73467
H -4.23216 -5.12063 -2.80655
H -0.11950 -4.64860 -1.93379
H -0.49182 -7.05412 -1.52269
H 0.04702 -8.03044 0.68102
H 0.95918 -6.59714 2.47736
H 1.29262 -4.17869 2.08004
O -0.50938 6.51830 -2.47225
C -0.38740 6.32312 -1.08357
C -0.38396 4.85270 -0.79182
C -0.36652 4.36788 0.51192
C -0.31185 3.00701 0.72314
N -0.26852 2.11538 -0.27089
C -0.33406 2.57391 -1.53710
C -0.38622 3.92650 -1.82573
C -0.31459 1.53243 -2.57574
C -0.37167 1.79671 -3.93436
C -0.18573 0.76810 -4.84782
C -0.20460 1.06067 -6.32660
O -0.89649 2.25378 -6.61000
C 0.06843 -0.50697 -4.34701
C 0.02421 -0.71106 -2.98615
N -0.19267 0.27339 -2.10516
H -0.64760 7.45166 -2.65777
H -1.20940 6.79705 -0.53575
H 0.55051 6.74706 -0.70240
H -0.38895 5.04426 1.35628
H -0.29301 2.60667 1.72478
H -0.41225 4.28301 -2.84357
H -0.54896 2.79613 -4.30281
H -0.60644 0.20163 -6.86738
H 0.83340 1.19394 -6.65143
H -1.72760 2.06520 -7.05382
H 0.27838 -1.33664 -5.00903
H 0.16336 -1.70107 -2.57280
C 3.73866 2.93873 2.89650
S 2.03356 2.36849 3.07280
C 1.54366 3.37211 4.50232
H 3.75239 3.94748 2.48790
H 4.25250 2.26233 2.22206
H 4.22554 2.90666 3.86911
H 2.27624 3.23328 5.29419
H 0.56985 3.02713 4.84474
H 1.48305 4.42238 4.22340
```

2S+1	2
frontier orbital gap (spin up / spin down)	0.2286 / 0.2393	Ha
LUMO (spin up / spin down)	-6.0 / -5.7	eV
total charge	+2
energy	-6920.674332	Ha

---

Entry 2:
ORCA calculation (ωB97M-V/def2-TZVPD) on a cluster of 11 separate species, C61H131Cl4N4O19P3 in total.

XYZ file:
```
222
Properties=species:S:1:pos:R:3
C -6.03627 2.41859 4.02134
C -5.56314 1.63943 2.75081
C -4.80362 2.49245 1.66751
C -5.35869 3.86191 1.32358
N -4.48744 4.62042 0.24953
C -5.27647 5.86552 -0.30211
C -5.20730 5.83701 -1.82786
C -3.90466 4.91810 -2.13954
C -4.15807 3.81921 -1.07507
C -3.12509 5.09486 0.78721
H -5.13696 2.74372 4.54445
H -6.84795 1.98050 4.60216
H -6.46710 3.40191 3.83270
H -6.31531 1.07272 2.20201
H -5.09087 0.70562 3.05586
H -4.64224 1.88113 0.77961
H -3.79192 2.71769 2.00492
H -5.41920 4.62495 2.09960
H -6.33173 3.79934 0.83635
H -5.02751 6.84289 0.11125
H -6.34936 5.71720 -0.17959
H -5.18165 6.90970 -2.01964
H -6.07138 5.39316 -2.32227
H -2.90317 5.33692 -2.23805
H -3.98934 4.53411 -3.15614
H -3.34136 3.09890 -1.02763
H -5.14119 3.36938 -1.21372
H -2.43018 5.40276 0.00594
H -2.70831 4.36948 1.48594
H -3.61584 5.84317 1.40955
C 2.58597 -1.57454 5.21443
C 2.18820 -0.21582 5.91500
C 0.73510 0.41913 5.62915
C -0.37178 -0.62632 5.90837
N -1.81400 -0.06785 6.15419
C -1.89593 0.46634 7.55828
C -2.53035 -0.57031 8.49860
C -2.91629 -1.77848 7.63102
C -2.85527 -1.22795 6.19142
C -2.20048 0.91689 5.03707
H 2.46066 -1.51003 4.13357
H 2.04320 -2.45284 5.56382
H 3.62927 -1.78114 5.45301
H 3.08104 0.35684 5.66401
H 2.34423 -0.50167 6.95521
H 0.57228 0.74722 4.60253
H 0.51568 1.30350 6.22735
H -0.28465 -1.20313 6.82913
H -0.34864 -1.37941 5.12068
H -2.56510 1.30567 7.36897
H -0.91451 0.82749 7.86565
H -3.44106 -0.08289 8.84665
H -2.02699 -0.74304 9.44985
H -3.91919 -2.16413 7.81428
H -2.18831 -2.58364 7.73022
H -3.81504 -0.83331 5.85797
H -2.49348 -1.96083 5.47025
H -3.18031 1.20099 5.42089
H -2.28018 0.34278 4.11395
H -1.51873 1.76737 5.03607
C -0.32972 7.56265 -2.01061
C 0.18412 7.38155 -0.57361
C 1.29183 6.22353 -0.57359
C 1.72686 6.00518 0.92622
N 1.97414 4.50552 1.32811
C 0.75661 3.51554 1.22656
C 0.28298 3.25056 2.68108
C 1.58637 3.21811 3.41598
C 2.22817 4.36059 2.82474
C 3.27679 4.04701 0.63643
H -0.56845 6.56402 -2.37644
H 0.37086 7.95831 -2.74596
H -1.13998 8.22265 -2.32045
H -0.69916 6.95215 -0.10080
H 0.41996 8.32293 -0.07734
H 2.21392 6.41609 -1.12201
H 0.89664 5.28415 -0.96022
H 0.80769 6.11426 1.50182
H 2.27348 6.90670 1.20293
H 0.99605 2.64930 0.60980
H -0.09477 3.96289 0.71358
H -0.34247 2.36285 2.77523
H -0.37871 4.09736 2.86332
H 2.15252 2.32572 3.14912
H 1.38057 3.29784 4.48339
H 3.28418 4.54480 3.02221
H 1.66983 5.23846 3.14987
H 3.53357 3.05830 1.01674
H 4.01302 4.84705 0.71377
H 2.99493 3.88820 -0.40445
C 1.51808 -6.87154 -5.07623
C 2.39456 -6.67303 -3.80075
C 1.57952 -6.40617 -2.45945
C 2.52926 -6.40571 -1.26740
N 1.97214 -5.67447 -0.06817
C 2.70104 -5.88493 1.23746
C 2.06787 -7.02492 1.96429
C 0.59879 -6.64134 1.71066
C 0.60836 -6.13571 0.33828
C 2.01039 -4.11128 -0.29558
H 2.09929 -7.15521 -5.95363
H 0.95206 -5.96487 -5.28995
H 1.01706 -7.80360 -4.81483
H 3.04658 -5.80267 -3.87447
H 3.05263 -7.53788 -3.71670
H 0.82620 -7.19298 -2.42025
H 1.05012 -5.45477 -2.51141
H 3.51133 -5.93317 -1.28564
H 2.58912 -7.43708 -0.91983
H 2.62178 -4.94907 1.79061
H 3.74448 -6.15659 1.07763
H 2.50273 -7.01208 2.96370
H 2.40916 -7.92945 1.46083
H 0.34929 -5.77682 2.32585
H -0.10723 -7.46491 1.81730
H -0.03572 -5.25940 0.26530
H 0.15819 -6.91869 -0.27196
H 1.53229 -3.78104 0.62664
H 1.35595 -3.78807 -1.10511
H 3.02871 -3.73042 -0.37337
C 0.74454 -1.21884 0.97662
C -0.21085 -1.84747 1.67589
C -1.64143 -1.37605 1.69195
O -2.56499 -2.05776 2.25633
C -1.98673 -0.20325 1.08370
C -1.01853 0.63882 0.34946
C 0.43811 0.02608 0.25975
O 1.28652 0.65503 -0.38871
O -1.42363 1.67563 -0.22174
O 0.34760 -2.66018 2.59372
H 1.77167 -1.55104 0.94429
H -2.98765 0.19724 1.14806
Cl -5.66620 -1.09511 -2.89654
C -4.72007 -1.01338 -1.35406
C -5.25217 -2.07843 -0.38383
Cl -6.87957 -1.74909 0.36104
H -4.76850 0.01881 -1.00713
H -3.66042 -1.07548 -1.60184
H -4.55007 -2.19800 0.44131
H -5.19472 -3.09105 -0.78307
Cl -2.12484 -1.57505 -3.91940
C -0.98643 -1.54762 -2.58805
C 0.42538 -1.81839 -3.06759
Cl 0.42949 -3.22005 -4.16097
H -1.36538 -2.24194 -1.83811
H -1.13138 -0.52754 -2.23234
H 1.14478 -1.97780 -2.26439
H 0.71324 -0.89114 -3.56301
C 1.22051 5.88248 -5.68497
O 0.58237 4.65152 -6.08538
P -0.80702 4.11203 -5.42684
O -1.43643 5.13153 -4.58630
O -1.59192 3.57324 -6.72213
C -2.91454 3.89139 -6.80866
O -0.29514 2.76816 -4.67534
C 0.00008 2.82827 -3.28716
H 0.88841 6.21629 -4.70192
H 1.05918 6.65333 -6.43853
H 2.30490 5.77687 -5.65299
H -3.35246 4.39497 -5.94684
H -3.41523 2.94747 -7.02406
H -3.02627 4.66794 -7.56536
H -0.21869 1.86988 -2.81627
H -0.78577 3.41261 -2.80856
H 0.95351 3.28578 -3.02304
C 6.56964 -2.10072 1.72109
O 5.98302 -1.33230 2.78736
P 6.10456 0.29820 2.96274
O 5.71576 0.79326 4.31547
O 7.68886 0.48769 2.53147
C 8.60369 0.06212 3.52104
O 5.31702 0.83335 1.64956
C 4.28051 0.05049 1.01870
H 5.75618 -2.60986 1.20422
H 7.29891 -2.82445 2.08510
H 7.01780 -1.47454 0.94963
H 8.22506 -0.27527 4.48587
H 9.20441 0.92526 3.80779
H 9.34557 -0.63394 3.12962
H 4.73983 -0.58100 0.25822
H 3.64193 0.74678 0.47510
H 3.80138 -0.46098 1.85352
C 3.49275 1.24981 -2.74842
O 4.75666 1.27532 -3.53882
P 5.78208 2.48499 -3.21290
O 6.94799 2.64366 -4.04873
O 4.95379 3.87995 -3.18770
C 4.79833 4.71350 -4.37249
O 6.05651 2.10677 -1.67898
C 7.08435 1.16057 -1.46852
H 2.71800 1.45698 -3.48664
H 3.44859 1.95804 -1.92103
H 3.34880 0.28082 -2.27047
H 4.78877 5.79539 -4.24005
H 3.82631 4.52187 -4.82699
H 5.60058 4.61326 -5.10354
H 7.57239 0.62141 -2.28044
H 6.77946 0.38734 -0.76337
H 7.99681 1.60203 -1.06770
C -1.67649 -8.87626 -6.94311
O -1.61231 -7.61791 -6.26628
C -2.80413 -6.77361 -6.34796
C -2.67759 -5.53604 -5.49616
O -2.82389 -6.03329 -4.14761
C -2.50916 -5.11431 -3.13166
C -3.00375 -5.71368 -1.73560
O -2.55276 -4.93096 -0.60906
C -2.96215 -5.39114 0.70065
H -0.73245 -9.40766 -6.82254
H -1.77437 -8.80888 -8.02661
H -2.39716 -9.60294 -6.56806
H -3.61948 -7.37134 -5.94050
H -3.10896 -6.65392 -7.38760
H -3.48931 -4.86508 -5.77727
H -1.73732 -5.14244 -5.88226
H -2.98222 -4.14754 -3.30391
H -1.41964 -5.08294 -3.12531
H -2.90165 -6.78021 -1.53515
H -4.07982 -5.53997 -1.73454
H -4.04668 -5.28764 0.66656
H -2.46456 -4.77278 1.44773
H -2.52153 -6.38196 0.59002
```

2S+1	1
frontier orbital gap	0.2423	Ha
LUMO	-3.8	eV
total charge	+2
energy	-6915.598513	Ha

---

Entry 3:
ORCA calculation (ωB97M-V/def2-TZVPD) on a structure of composition C3H10OSi.

XYZ file:
```
15
Properties=species:S:1:pos:R:3
C 0.95655 -1.69875 -0.04040
C -1.92616 0.12148 0.11379
C 0.97004 -0.22861 0.46490
O -0.83373 0.13186 -0.67134
Si 0.90396 1.49078 -0.46211
H 1.93675 -2.13480 0.34778
H 0.18146 -2.24416 0.53849
H 0.89792 -1.67092 -1.14072
H -2.84022 -0.09816 -0.46677
H -2.18987 1.03647 0.71357
H -1.77284 -0.64878 0.82451
H 0.52825 -0.12811 1.52790
H 0.20578 2.34644 0.53091
H 2.01415 2.57535 -0.33022
H 0.96797 1.14992 -1.95029
```

2S+1	1
frontier orbital gap	0.3116	Ha
LUMO	-0.7	eV
energy	-484.853004	Ha